[1]
Computed, not measured: a molecular structure, C31H52BrHgN5P2 in a non-equilibrium geometry, with the ωB97M-V functional and the def2-TZVPD basis.

The geometry in ORCA input format:
```
! wB97M-V def2-TZVPD RIJCOSX def2/J DEFGRID3
* xyz 2 1
Hg -0.723 0.136 -1.540
Br -5.442 -0.553 3.101
P 1.844 0.711 -2.246
P -1.346 2.237 -0.878
N 2.096 0.594 4.653
N 1.122 -0.651 2.760
N -1.270 -6.313 -2.606
N 2.817 -1.720 4.197
N 0.554 -1.286 5.070
C -2.268 4.441 -2.493
C -4.152 -1.268 -0.718
C 1.020 0.052 5.521
C -1.874 -1.626 -1.691
C -4.422 -1.081 1.674
C 2.692 -0.906 -2.451
C 2.082 1.500 -3.886
C -0.908 -6.001 -1.361
C -1.218 -5.395 -3.577
C -2.066 2.934 -2.411
C -3.686 3.215 0.465
C -0.627 -2.339 -1.515
C 1.569 0.667 3.266
C -2.612 2.131 0.442
C 2.915 1.671 -1.116
C 2.272 -1.582 2.823
C -0.359 4.525 0.518
C -2.807 -1.603 -0.523
C 1.724 -2.201 5.078
C 3.225 -0.371 4.668
C 0.013 3.318 -0.340
C -4.975 -1.045 0.381
C 1.028 1.114 -4.922
C 0.073 -1.162 3.671
C -0.445 -4.724 -1.035
C 4.377 1.746 -1.539
C 3.224 -1.567 -1.174
C -0.531 -3.693 -2.008
C -0.858 -4.064 -3.339
C -2.306 -1.783 0.778
C -3.117 -1.559 1.886
H 0.012 1.168 -4.512
H 1.079 1.805 -5.775
H -3.020 2.405 -2.566
H -1.397 2.617 -3.231
H -3.278 4.200 0.733
H 2.370 1.049 2.616
H 0.168 0.748 5.501
H -2.085 2.099 1.410
H -4.445 2.956 1.219
H 0.562 5.026 0.848
H 1.411 -0.045 6.543
H 1.393 -3.185 4.719
H 1.189 0.101 -5.309
H 0.536 3.650 -1.251
H 2.088 2.589 -3.729
H 3.073 -1.206 2.169
H -2.359 -1.679 -2.677
H 3.601 -0.460 5.698
H -0.912 -3.328 -4.140
H -2.691 4.677 -3.476
H -0.248 -2.153 3.320
H -0.777 -0.466 3.656
H 3.506 -0.754 -3.181
H -4.533 -1.152 -1.737
H 4.485 2.057 -2.583
H 3.264 -2.654 -1.321
H -1.267 -2.070 0.944
H 4.018 0.002 4.005
H -1.495 -5.726 -4.586
H 2.492 2.685 -1.047
H 4.894 2.491 -0.926
H 3.087 1.214 -4.232
H -0.953 5.260 -0.039
H -4.207 3.305 -0.499
H 2.104 -2.277 6.107
H -0.917 4.235 1.416
H 4.901 0.795 -1.400
H -2.966 4.810 -1.735
H 4.248 -1.242 -0.943
H 2.595 -1.381 -0.293
H -0.193 -4.491 0.001
H 0.717 2.679 0.218
H 2.817 1.219 -0.117
H -1.327 4.991 -2.402
H 0.065 -2.083 -0.691
H 0.717 1.364 3.267
H -3.096 1.148 0.333
H -0.979 -6.781 -0.591
H -6.027 -0.814 0.247
H 1.947 -1.560 -2.935
H -2.741 -1.762 2.886
H 1.939 -2.574 2.484
*
```

Results
lowest unoccupied orbital energy	-7.534	eV
gap between HOMO and LUMO	0.196	hartree
energy above the lowest of the compared OMol25 structures with the same formula, charge and spin	0.00	kcal per mole
electronic energy	-4895.72114	Eh

***

[2]
Computed, not measured: 7 unconnected molecules or ions with the total composition C11H32BBr2F3N3O8 in a non-equilibrium geometry, with the ωB97M-V functional and the def2-TZVPD basis.

The geometry in ORCA input format:
```
! wB97M-V def2-TZVPD RIJCOSX def2/J DEFGRID3
* xyz 1 1
Br -0.450 -2.644 -0.401
Br -3.465 0.153 5.108
F -2.486 3.603 -1.407
F -0.373 4.100 -2.186
F -1.982 3.597 -3.666
O 0.923 -5.649 -4.771
O 2.310 3.401 -2.832
O -1.145 -0.134 7.544
O -3.263 0.510 -4.085
O -2.340 -3.135 4.713
O 0.890 -1.026 -4.119
O -0.221 1.591 -3.504
O 2.779 1.391 4.127
N 2.332 -1.223 -1.941
N 2.419 -0.437 0.272
N 0.196 -0.978 -0.956
C -0.497 0.164 -0.249
C -1.024 0.812 3.581
C 1.649 0.286 1.325
C 1.645 -0.866 -0.854
C 2.047 -3.301 -3.600
C -0.535 1.348 2.151
C 0.073 0.149 1.244
C -1.531 3.297 -2.363
C -1.054 1.747 -2.327
C -2.351 -0.083 3.480
C -0.210 1.571 -0.966
B 1.722 -1.752 -3.221
H 1.960 -0.170 2.328
H 2.737 2.347 4.250
H 1.577 3.903 -3.211
H 3.036 -1.165 0.642
H -3.105 -2.663 5.067
H -0.205 -0.803 1.815
H -2.944 1.421 -4.044
H 0.029 -0.910 -3.653
H -0.496 2.458 -0.311
H 3.168 -3.353 -3.842
H 0.773 -6.299 -5.468
H 1.886 -3.995 -2.713
H -1.941 1.051 -2.375
H 3.692 1.169 4.348
H -4.159 0.594 -4.431
H 3.360 -1.139 -1.913
H 0.250 2.158 2.323
H -0.174 0.235 4.053
H -2.216 -3.871 5.324
H -2.042 -0.044 7.194
H 1.483 -3.644 -4.515
H 2.005 1.365 1.373
H -1.303 1.725 4.193
H 0.890 -6.167 -3.958
H -0.827 0.774 7.609
H -2.975 0.168 2.571
H 0.894 1.716 -1.211
H -2.111 -1.198 3.408
H 0.639 2.012 -3.319
H -1.615 -0.010 -0.292
H -1.400 1.867 1.607
H 3.075 3.977 -2.945
*
```

Results
lowest unoccupied orbital energy	-4.381	eV
gap between HOMO and LUMO	0.294	hartree
energy above the lowest of the compared OMol25 structures with the same formula, charge and spin	52.19	kcal per mole
electronic energy	-6676.75552	Eh

***

[3]
Computed, not measured: a single C3H10N2O molecule in a non-equilibrium geometry, with the ωB97M-V functional and the def2-TZVPD basis.

The geometry in ORCA input format:
```
! wB97M-V def2-TZVPD RIJCOSX def2/J DEFGRID3
* xyz 0 1
O 0.928 1.903 1.238
N -1.077 -0.263 0.290
N 0.492 -0.174 0.047
C -1.612 -1.535 -0.145
C 0.927 0.491 1.221
C 0.839 0.443 -1.218
H -1.621 -1.663 -1.236
H 1.638 2.226 0.671
H 0.020 0.187 1.867
H 1.928 0.513 -1.274
H -2.638 -1.635 0.216
H 0.482 -0.194 -2.026
H 1.895 0.075 1.528
H -1.614 0.503 -0.129
H 0.418 1.450 -1.341
H -1.004 -2.327 0.293
*
```

Results
lowest unoccupied orbital energy	0.871	eV
gap between HOMO and LUMO	0.367	hartree
energy above the lowest of the compared OMol25 structures with the same formula, charge and spin	67.13	kcal per mole
electronic energy	-304.96768	Eh
SMILES	CNN(C)CO

***

[4]
Computed, not measured: a molecular structure, C27H27BrKN3OSi in a non-equilibrium geometry, with the ωB97M-V functional and the def2-TZVPD basis.

The geometry in ORCA input format:
```
! wB97M-V def2-TZVPD RIJCOSX def2/J DEFGRID3
* xyz 0 1
Br -7.109 -3.833 -0.493
K 0.094 0.041 -1.178
Si 3.566 -0.475 -1.783
O 0.975 -1.150 1.530
N -0.984 2.435 -1.974
N -2.689 0.236 -1.194
N 2.545 -0.217 -0.428
C 2.888 -1.146 3.145
C -3.727 -0.683 -0.964
C 4.938 -0.112 2.370
C 3.003 -0.224 0.832
C 5.048 -1.594 -1.311
C 2.488 -1.327 -2.996
C -0.790 4.832 -2.252
C 0.037 -1.045 2.542
C -4.998 -0.316 -0.460
C -0.272 3.520 -2.251
C 4.281 0.325 1.218
C -2.893 3.899 -1.598
C 3.988 1.157 -2.664
C -1.958 -1.979 3.564
C -0.138 0.156 3.274
C -2.031 -0.835 4.335
C -2.078 5.054 -1.819
C -2.291 2.620 -1.650
C 4.235 -0.855 3.305
C -0.843 -2.148 2.705
C -5.742 -2.628 -0.568
C -3.125 1.422 -1.475
C 2.267 -0.807 1.941
C -4.495 -2.995 -1.062
C -1.185 0.247 4.156
C -3.520 -2.055 -1.222
C -6.040 -1.275 -0.328
H 5.989 0.105 2.459
H -2.917 -0.753 5.001
H 2.351 -1.677 3.996
H 5.903 -1.109 -0.761
H 3.092 1.572 -3.204
H -1.333 1.182 4.671
H 5.463 -2.131 -2.160
H -4.273 -4.041 -1.219
H 4.739 0.937 0.489
H -2.575 6.068 -1.797
H 2.122 -0.737 -3.876
H 4.414 1.910 -2.015
H -0.625 -3.032 2.131
H 3.036 -2.125 -3.530
H 0.523 0.966 3.187
H -2.569 -2.394 -1.622
H -4.235 1.647 -1.566
H -2.738 -2.751 3.686
H -3.940 3.925 -1.395
H 4.749 0.922 -3.438
H -0.180 5.711 -2.506
H 4.707 -1.331 4.192
H 1.628 -1.885 -2.546
H -7.062 -0.952 -0.143
H 4.673 -2.390 -0.647
H 0.790 3.381 -2.478
H -5.179 0.730 -0.160
*
```

Results
lowest unoccupied orbital energy	-1.261	eV
gap between HOMO and LUMO	0.166	hartree
energy above the lowest of the compared OMol25 structures with the same formula, charge and spin	20.68	kcal per mole
electronic energy	-4748.01366	Eh

***

[5]
Computed, not measured: a molecular structure, C41H61N2P2SiSr in a non-equilibrium geometry, with the ωB97M-V functional and the def2-TZVPD basis.

The geometry in ORCA input format:
```
! wB97M-V def2-TZVPD RIJCOSX def2/J DEFGRID3
* xyz 1 1
Sr -1.987 -0.587 -2.225
P -1.628 -0.451 1.273
P 1.697 -0.453 -1.731
Si -0.704 1.769 -1.312
N -4.722 -0.771 -2.254
N -6.785 -0.217 -1.781
C 0.740 2.018 -2.540
C 0.860 3.363 2.153
C -1.022 -2.430 3.513
C 0.725 -2.003 1.738
C 0.523 3.020 0.858
C 1.372 -2.019 4.157
C 3.374 -2.277 -3.470
C 3.989 1.122 1.322
C 2.883 0.898 0.299
C 3.280 -0.135 -0.757
C -3.231 -0.380 2.267
C -3.301 0.234 3.672
C -4.601 2.200 2.834
C -0.657 1.075 1.616
C -5.566 0.231 -2.147
C 4.545 0.350 -1.461
C 1.606 -1.362 2.804
C 0.423 2.565 3.197
C 1.493 -3.139 -2.048
C 2.436 2.246 -4.760
C 2.488 1.123 -3.954
C 3.455 -4.625 -2.561
C -4.364 0.179 1.396
C 2.000 -1.938 -2.870
C -0.310 1.426 2.920
C 1.579 3.281 -4.435
C 1.932 -4.467 -2.656
C -5.425 -1.901 -1.952
C 5.263 1.578 0.623
C 1.661 1.002 -2.843
C -0.084 -1.857 4.571
C -6.713 -1.576 -1.654
C 0.742 3.157 -3.340
C -0.769 -1.953 2.074
C -0.239 1.892 0.555
C 5.664 0.559 -0.437
C 4.152 -3.262 -2.603
C -3.413 1.755 3.675
C -1.828 3.334 -1.462
C -5.269 1.665 -2.373
C -4.418 1.701 1.405
H -0.292 -0.802 4.743
H -2.222 3.465 -2.467
H 2.667 1.843 -0.205
H 1.894 -3.068 -1.033
H -1.292 4.238 -1.190
H -3.521 2.097 4.706
H 3.218 -2.733 -4.452
H 3.663 1.867 2.050
H -5.523 1.787 3.248
H 3.973 -1.384 -3.630
H 2.652 -1.478 2.517
H -5.247 2.049 0.784
H -1.254 -2.715 1.435
H 4.341 1.296 -1.966
H 1.618 -4.502 -3.702
H -0.873 -3.514 3.503
H -4.408 1.963 -1.775
H -2.669 3.263 -0.780
H -7.554 -2.171 -1.371
H 1.440 -5.290 -2.137
H 1.548 4.174 -5.042
H 3.484 -1.092 -0.257
H 5.092 2.548 0.151
H 0.397 -3.103 -1.967
H 1.300 -1.751 -3.702
H -4.244 -0.189 0.370
H 1.973 0.577 0.805
H 5.161 -3.375 -3.004
H 6.564 0.897 -0.954
H -2.506 2.207 3.274
H 0.653 2.826 4.218
H -2.457 -0.084 4.284
H -0.633 0.805 3.738
H 0.066 3.966 -3.117
H 4.248 -2.859 -1.594
H -5.045 1.848 -3.422
H -7.600 0.353 -1.626
H 1.616 -3.080 4.097
H -4.684 3.287 2.846
H -3.429 -1.460 2.361
H -3.487 2.102 0.994
H 3.172 0.331 -4.208
H 4.186 0.194 1.863
H -2.059 -2.260 3.801
H 0.872 3.649 0.050
H 1.448 4.248 2.347
H 3.062 2.312 -5.637
H 3.802 -5.248 -3.386
H 1.023 -3.051 1.645
H -4.963 -2.868 -1.974
H -6.129 2.269 -2.096
H -0.268 -2.378 5.513
H -5.314 -0.199 1.783
H 6.068 1.698 1.351
H 0.896 -1.522 0.766
H 2.021 -1.571 4.910
H -4.203 -0.165 4.148
H 1.398 -0.295 2.878
H 5.897 -0.392 0.048
H 3.724 -5.139 -1.636
H 4.894 -0.367 -2.200
*
```

Results
lowest unoccupied orbital energy	-3.115	eV
gap between HOMO and LUMO	0.215	hartree
electronic energy	-2711.18881	Eh

***

[6]
Computed, not measured: 2 unconnected molecules or ions with the total composition C3H9N3 in a non-equilibrium geometry, with the ωB97M-V functional and the def2-TZVPD basis.

The geometry in ORCA input format:
```
! wB97M-V def2-TZVPD RIJCOSX def2/J DEFGRID3
* xyz 0 1
N 1.676 -0.534 0.929
N -1.364 2.411 -1.750
N -0.830 0.327 -0.835
C 0.464 -1.153 1.359
C 0.365 -2.392 1.866
C -0.622 1.377 -1.725
H 0.271 1.265 -2.347
H -0.822 3.144 -2.208
H 1.828 0.353 1.410
H -0.346 -0.434 1.415
H 0.941 -2.747 2.716
H 2.500 -1.098 1.118
H -1.772 0.360 -0.504
H -0.436 -3.062 1.547
H 0.002 -0.087 -0.455
*
```

Results
lowest unoccupied orbital energy	0.776	eV
gap between HOMO and LUMO	0.338	hartree
energy above the lowest of the compared OMol25 structures with the same formula, charge and spin	69.13	kcal per mole
electronic energy	-283.87295	Eh
SMILES	[H]/N=C/N.C=CN